# C37H78Cl2FN3O9

A 9-piece molecular cluster, C37H78Cl2FN3O9 overall (wB97M-V/def2-TZVPD, OMol25).

As for the maximum force: 12.67 eV/A. The spin multiplicity is 1. The HOMO energy is -8.404 eV. As for the frontier orbital gap: 6.8438 eV.

The geometry in XYZ format:
```
130
Properties=species:S:1:pos:R:3:forces:R:3:mulliken_charge:R:1
C 1.116638 -0.236908 -3.475115 0.669 -1.410 0.589 -0.82
C 1.263536 -1.652373 -2.949308 0.190 2.598 -1.347 -0.68
C 2.071355 -2.705438 -3.916493 1.774 0.919 1.103 1.67
C 3.380542 -1.924366 -4.604743 4.655 3.836 -5.702 -0.12
N 4.237528 -1.314798 -5.364850 -7.661 -5.496 7.089 -0.57
C 0.989067 -3.123670 -5.117670 -0.385 0.507 -0.513 -0.25
C 1.658638 -3.033522 -6.633905 -0.634 5.646 -4.216 0.41
O 1.505224 -1.875628 -7.296330 1.215 -8.383 4.458 -0.47
F 2.361110 -4.137902 -7.326345 -2.324 3.259 2.611 -0.24
C 2.647493 -4.045817 -3.100065 0.677 -1.050 -1.665 1.14
C 2.948171 -5.156928 -4.317698 2.551 -6.850 -5.551 -0.29
N 3.251637 -6.090262 -5.196555 -3.120 8.975 8.386 -0.60
C 1.510530 -4.764463 -2.154446 -0.281 -0.855 -0.248 -0.81
N 2.173579 -5.821816 -1.287079 -1.387 0.627 0.296 -0.25
C 1.157779 -6.854887 -0.844413 0.236 -0.797 0.620 -0.77
C 4.099512 -3.804063 -2.383428 1.896 1.610 3.312 -0.13
Cl 5.644590 -4.414990 -3.288281 -2.604 0.934 1.266 -0.15
C 4.358733 -3.146639 -1.077018 -1.829 -1.535 -3.339 -0.22
C 3.135430 -2.517120 -0.190775 1.492 0.920 1.244 -0.48
Cl 6.113567 -2.973827 -0.394159 -3.032 -0.250 -1.141 -0.13
H 0.133229 0.128216 -4.012772 1.402 -0.212 2.680 0.22
H 2.016065 0.543849 -3.419895 -1.469 -2.352 -1.675 0.23
H 0.819492 -1.875853 -1.890136 -0.359 -0.427 -2.851 0.21
H 0.145519 -2.278252 -5.109405 2.180 -1.893 -0.316 0.28
H 0.428207 -4.128132 -4.905633 1.530 1.688 -0.416 0.34
H 0.780239 -5.349792 -2.892563 1.600 1.291 1.575 0.46
H 0.838813 -4.027800 -1.542853 1.386 -1.026 -1.216 0.29
H 2.608201 -5.409964 -0.423852 -0.626 -0.254 -1.379 0.29
H 0.974234 -7.624791 -1.712827 0.046 1.780 1.743 0.26
H 0.149795 -6.373481 -0.427116 1.930 -1.105 -1.024 0.20
H 1.652444 -7.467845 0.039269 -1.063 1.278 -1.778 0.35
H 2.767969 -1.464295 -0.618089 0.774 -2.571 0.797 0.01
H 2.257386 -3.251144 0.052505 1.712 1.330 -0.873 0.20
H 3.614323 -2.240655 0.868796 -1.103 -0.616 -2.362 0.37
C -3.037085 0.303241 0.182801 0.130 0.268 0.006 -1.38
C -2.322803 -0.404420 -0.957569 -0.625 -0.195 0.333 0.77
C -3.306795 -1.123064 -1.866850 0.038 -0.017 -0.364 -1.41
O -1.398216 -1.348063 -0.422607 0.422 -0.309 0.031 -0.49
H -3.583354 -0.412645 0.807401 -0.067 0.049 -0.205 0.29
H -2.315589 0.805735 0.836002 -0.060 -0.010 -0.146 0.32
H -3.744533 1.047442 -0.195785 0.028 -0.144 0.161 0.37
H -1.747689 0.323789 -1.539863 0.137 -0.208 0.102 0.22
H -3.862492 -1.889444 -1.315016 -0.014 0.165 0.065 0.33
H -2.777583 -1.637968 -2.675860 -0.032 0.124 0.060 0.29
H -4.022277 -0.421613 -2.306953 0.038 -0.116 0.062 0.40
H -1.899993 -1.998667 0.096132 0.182 0.345 -0.208 0.31
C -2.143939 -10.751241 -2.729415 0.182 -0.232 -0.237 -1.34
C -1.505386 -9.964894 -1.595687 -0.678 0.051 -0.136 0.47
C -2.438696 -9.859052 -0.400193 0.105 -0.003 0.354 -1.28
O -1.176200 -8.656459 -2.055188 0.026 0.239 -0.087 -0.45
H -3.057769 -10.259320 -3.081486 0.007 -0.038 0.168 0.35
H -1.465768 -10.808743 -3.587616 -0.049 -0.031 0.178 0.33
H -2.394692 -11.768189 -2.412263 -0.011 0.106 -0.066 0.37
H -0.571358 -10.450018 -1.291780 -0.018 0.260 -0.103 0.25
H -3.362805 -9.335522 -0.669629 0.034 -0.136 -0.095 0.34
H -1.970647 -9.280126 0.403214 -0.006 -0.139 -0.102 0.31
H -2.698221 -10.849250 -0.013157 -0.016 0.124 -0.024 0.38
H -1.999600 -8.218119 -2.327264 0.333 -0.256 0.116 0.29
C 1.838032 2.726622 1.694950 0.210 -0.007 0.386 -1.15
C 2.812358 1.639440 1.270505 -0.459 0.433 -0.448 0.35
C 3.595329 2.049086 0.033320 0.364 -0.109 -0.050 -1.23
O 2.092298 0.439945 0.998048 -0.076 -0.425 -0.101 -0.45
H 1.104541 2.925605 0.905379 0.161 0.039 -0.062 0.27
H 1.272709 2.413002 2.579135 0.141 0.039 -0.080 0.34
H 2.362865 3.658470 1.927017 -0.230 -0.202 -0.086 0.34
H 3.505906 1.425958 2.091192 -0.163 -0.185 -0.112 0.30
H 2.924246 2.223956 -0.815046 -0.055 0.100 0.127 0.27
H 4.283671 1.252065 -0.267728 -0.029 0.110 0.094 0.31
H 4.172913 2.960575 0.215596 -0.066 -0.081 -0.073 0.41
H 1.473865 0.620035 0.270541 0.193 -0.010 0.344 0.25
C -6.828878 1.767321 3.944227 -0.126 0.281 0.066 -1.34
C -6.548196 1.031936 2.643513 0.124 -0.198 0.582 1.04
C -6.701463 -0.471210 2.812456 -0.127 -0.209 -0.265 -1.36
O -5.222166 1.325874 2.211363 0.225 0.111 -0.092 -0.46
H -6.125457 1.461548 4.726996 -0.093 -0.106 -0.053 0.35
H -6.702716 2.847142 3.810809 -0.074 -0.144 -0.028 0.34
H -7.847356 1.574273 4.295054 0.111 0.026 0.014 0.37
H -7.232617 1.386634 1.865138 0.341 -0.169 0.141 -0.29
H -5.993587 -0.856294 3.554939 -0.092 0.119 0.077 0.36
H -6.484462 -0.988210 1.871548 -0.115 0.134 0.076 0.29
H -7.716144 -0.731379 3.129272 0.120 -0.018 -0.014 0.41
H -4.607475 1.014467 2.896444 -0.293 0.144 -0.265 0.33
C -8.669862 2.836838 -2.144390 0.087 -0.076 -0.347 -1.26
C -8.966008 1.841705 -1.033788 -0.001 0.665 0.125 0.31
C -10.059870 2.352099 -0.109430 -0.258 -0.199 0.159 -1.26
O -7.779641 1.609767 -0.278641 0.139 -0.100 0.031 -0.48
H -8.319877 3.790458 -1.733113 -0.150 -0.062 0.054 0.33
H -7.872166 2.461802 -2.794588 -0.165 -0.008 0.077 0.31
H -9.559294 3.024666 -2.753714 0.109 0.026 0.052 0.39
H -9.269567 0.883525 -1.469512 0.223 0.042 0.163 0.26
H -9.759185 3.288353 0.373969 0.006 0.003 -0.168 0.30
H -10.253757 1.631121 0.691998 -0.003 0.042 -0.166 0.30
H -10.991000 2.525316 -0.657729 0.083 0.017 0.096 0.43
H -7.502645 2.455245 0.111993 -0.094 -0.293 -0.271 0.31
C 9.865031 -2.225240 1.309514 -0.094 0.097 0.352 -1.04
C 10.839356 -3.312422 0.885069 -0.376 0.264 -0.520 0.32
C 11.622328 -2.902776 -0.352116 0.354 -0.066 -0.078 -1.15
O 10.119297 -4.511917 0.612612 -0.079 -0.197 0.018 -0.54
H 9.131539 -2.026257 0.519943 0.164 0.020 -0.054 0.18
H 9.299707 -2.538861 2.193699 0.148 0.035 -0.085 0.29
H 10.389864 -1.293393 1.541581 -0.095 -0.056 -0.039 0.37
H 11.532905 -3.525904 1.705756 -0.174 -0.179 -0.109 0.28
H 10.951245 -2.727906 -1.200482 -0.031 0.086 0.144 0.29
H 12.310670 -3.699797 -0.653164 -0.067 0.122 0.117 0.31
H 12.199912 -1.991287 -0.169840 -0.056 -0.072 -0.068 0.35
H 9.500864 -4.331827 -0.114895 0.270 -0.056 0.303 0.34
C 1.109607 7.990612 2.657845 -0.005 0.083 0.330 -1.35
C 2.083932 6.903430 2.233400 -0.393 0.409 -0.491 0.45
C 2.866904 7.313076 0.996216 0.355 -0.079 -0.063 -1.32
O 1.363872 5.703935 1.960942 -0.146 -0.075 -0.012 -0.47
H 0.376114 8.189595 1.868274 0.153 -0.014 -0.081 0.35
H 0.544283 7.676992 3.542029 0.170 0.075 -0.083 0.30
H 1.634440 8.922460 2.889912 -0.132 -0.082 0.023 0.41
H 2.777481 6.689949 3.054087 -0.177 -0.175 -0.104 0.29
H 2.195821 7.487947 0.147848 -0.034 0.087 0.137 0.32
H 3.555246 6.516055 0.695166 -0.050 0.119 0.102 0.31
H 3.444488 8.224565 1.178490 -0.064 -0.086 -0.067 0.38
H 0.745440 5.884025 1.233437 0.282 -0.025 0.320 0.31
C -1.109949 11.912810 5.998384 0.091 0.332 0.149 -1.32
C -0.395667 11.205149 4.858014 -0.514 -0.342 0.320 0.38
C -1.379659 10.486504 3.948733 0.020 -0.024 -0.386 -0.98
O 0.528920 10.261506 5.392977 0.212 -0.141 0.063 -0.54
H -1.656218 11.196924 6.622985 -0.033 0.001 -0.169 0.34
H -0.388453 12.415304 6.651585 -0.084 -0.031 -0.161 0.31
H -1.817397 12.657011 5.619798 0.041 -0.080 0.080 0.37
H 0.179448 11.933357 4.275720 0.107 -0.214 0.135 0.27
H -1.935357 9.720125 4.500568 -0.008 0.150 0.064 0.32
H -0.850448 9.971601 3.139723 -0.064 0.158 0.105 0.09
H -2.095141 11.187956 3.508631 0.032 -0.104 0.044 0.41
H 0.027143 9.610902 5.911715 0.190 0.316 -0.236 0.36
```
Positions in Å, forces in eV/Å.